A 2-piece molecular cluster, H4N2O2S overall, computed with wB97M-V/def2-TZVPD.

Results
LUMO energy (alpha / beta) ... -2.21 / -2.21 eV
Energy relative to the best compared isomer or geometry (same formula, charge and spin) ... 536.5 kJ/mol
Net charge ... 0

Element x y z (Å)
N: 0.54 0.91 0.61
N: -1.34 0.36 -0.82
O: 1.30 -1.44 -0.14
O: 2.82 0.53 -0.11
S: 1.26 0.19 -0.53
H: -1.45 1.31 -1.15
H: -1.96 0.23 -0.02
H: 0.45 -1.77 0.14
H: 2.89 0.83 0.80

Results of the Mulliken charge analysis, in e, for atoms 1 through 4: number 1, N, carries -0.384; number 2, N, carries -0.533; number 3, O, carries -0.487; number 4, O, carries -0.449

A 11-piece molecular cluster, C62H54Br2N10O20 overall, computed with wB97M-V/def2-TZVPD.

Results
LUMO energy ... -1.00 eV
Energy relative to the best compared isomer or geometry (same formula, charge and spin) ... 0.0 kJ/mol
Structure (SMILES) ... O=[N+]([O-])c1ccccc1.O=[N+]([O-])c1ccccc1.O=[N+]([O-])c1ccccc1.O=[N+]([O-])c1ccccc1.O=[N+]([O-])c1ccccc1.O=[N+]([O-])c1ccccc1.O=[N+]([O-])c1ccccc1.O=[N+]([O-])c1ccccc1.O=[N+]([O-])c1ccccc1.O=[N+]([O-])c1ccccc1.BrCCBr
Net charge ... 0

Element x y z (Å)
O: -5.82 0.89 -1.37
N: -5.78 -0.31 -1.50
O: -6.31 -1.11 -0.75
C: -4.98 -0.88 -2.59
C: -5.15 -2.18 -3.02
C: -4.26 -2.73 -3.91
C: -3.26 -1.93 -4.49
C: -3.11 -0.63 -4.05
C: -3.95 -0.11 -3.08
H: -5.98 -2.79 -2.68
H: -4.34 -3.75 -4.25
H: -2.63 -2.35 -5.26
H: -2.33 0.01 -4.45
H: -3.70 0.86 -2.69
O: -1.34 5.52 1.57
N: -2.22 4.96 0.94
O: -2.43 5.14 -0.25
C: -3.06 3.99 1.64
C: -3.89 3.17 0.91
C: -4.67 2.23 1.56
C: -4.56 2.12 2.94
C: -3.66 2.89 3.67
C: -2.95 3.89 3.02
H: -3.93 3.29 -0.17
H: -5.28 1.53 1.01
H: -5.13 1.33 3.42
H: -3.54 2.74 4.73
H: -2.29 4.53 3.58
O: -0.42 -4.14 -2.22
N: -0.76 -5.14 -1.63
O: -0.10 -6.17 -1.56
C: -2.05 -5.12 -0.91
C: -2.47 -6.26 -0.27
C: -3.69 -6.24 0.40
C: -4.50 -5.11 0.34
C: -4.07 -3.99 -0.35
C: -2.82 -3.98 -0.94
H: -1.84 -7.13 -0.16
H: -4.03 -7.12 0.93
H: -5.43 -5.07 0.89
H: -4.64 -3.07 -0.34
H: -2.49 -3.05 -1.40
O: -1.61 2.29 -2.86
N: -1.03 2.79 -3.81
O: -1.06 2.33 -4.94
C: -0.29 4.05 -3.61
C: 0.17 4.72 -4.73
C: 0.70 5.98 -4.57
C: 0.80 6.56 -3.30
C: 0.33 5.86 -2.19
C: -0.20 4.60 -2.34
H: 0.03 4.28 -5.71
H: 1.06 6.53 -5.43
H: 1.23 7.54 -3.17
H: 0.46 6.27 -1.20
H: -0.54 4.00 -1.50
O: -3.94 -0.02 5.43
N: -3.24 -0.60 4.63
O: -2.34 -0.08 4.00
C: -3.48 -2.03 4.41
C: -2.83 -2.63 3.35
C: -2.96 -4.00 3.17
C: -3.86 -4.69 3.97
C: -4.53 -4.07 5.02
C: -4.35 -2.71 5.22
H: -2.22 -2.12 2.62
H: -2.48 -4.50 2.34
H: -4.01 -5.76 3.84
H: -5.20 -4.66 5.63
H: -4.82 -2.20 6.05
O: 0.45 -2.32 2.58
N: 0.67 -3.27 1.86
O: 0.38 -3.31 0.67
C: 1.17 -4.50 2.48
C: 1.63 -4.45 3.78
C: 2.12 -5.61 4.36
C: 2.19 -6.79 3.63
C: 1.71 -6.81 2.32
C: 1.20 -5.66 1.73
H: 1.58 -3.54 4.36
H: 2.51 -5.58 5.37
H: 2.52 -7.74 4.03
H: 1.78 -7.71 1.73
H: 0.82 -5.66 0.72
O: 3.60 2.88 7.47
N: 3.60 3.37 6.36
O: 4.24 4.35 6.03
C: 2.75 2.74 5.34
C: 2.07 1.59 5.66
C: 1.28 0.95 4.72
C: 1.20 1.49 3.43
C: 1.95 2.62 3.10
C: 2.75 3.25 4.05
H: 2.18 1.16 6.65
H: 0.78 0.01 4.88
H: 0.58 1.08 2.66
H: 2.05 2.94 2.07
H: 3.34 4.12 3.79
O: 5.05 -4.96 -3.74
N: 4.31 -4.87 -2.78
O: 3.63 -5.76 -2.32
C: 4.23 -3.56 -2.12
C: 3.08 -3.24 -1.43
C: 2.97 -1.98 -0.87
C: 4.02 -1.07 -1.03
C: 5.19 -1.42 -1.67
C: 5.28 -2.67 -2.27
H: 2.24 -3.93 -1.41
H: 2.09 -1.65 -0.33
H: 3.86 -0.06 -0.66
H: 6.06 -0.77 -1.67
H: 6.14 -2.99 -2.85
O: 0.55 -0.53 -3.69
N: 0.73 -0.13 -4.83
O: 0.08 -0.49 -5.79
C: 1.77 0.89 -5.04
C: 1.87 1.51 -6.27
C: 2.85 2.46 -6.46
C: 3.77 2.72 -5.45
C: 3.65 2.09 -4.21
C: 2.65 1.15 -4.01
H: 1.24 1.22 -7.10
H: 3.00 2.89 -7.44
H: 4.56 3.44 -5.60
H: 4.27 2.37 -3.37
H: 2.50 0.70 -3.05
O: 5.92 6.80 2.41
N: 5.76 5.61 2.24
O: 6.16 4.73 2.98
C: 5.01 5.19 1.05
C: 4.72 3.85 0.88
C: 3.97 3.48 -0.22
C: 3.49 4.43 -1.12
C: 3.78 5.76 -0.90
C: 4.56 6.15 0.18
H: 5.03 3.06 1.54
H: 3.72 2.44 -0.35
H: 2.89 4.14 -1.98
H: 3.43 6.51 -1.60
H: 4.80 7.19 0.35
Br: -2.92 -0.67 0.33
C: -1.47 0.61 0.37
C: -0.53 0.24 -0.72
Br: 1.05 1.37 -0.65
H: -1.07 0.58 1.38
H: -1.92 1.59 0.22
H: -0.93 0.28 -1.73
H: -0.16 -0.78 -0.62

Results of the Mulliken charge analysis, in e, for atoms 1 through 4: number 1, O, carries -0.637; number 2, N, carries 1.190; number 3, O, carries -0.612; number 4, C, carries -0.345

One molecule with the formula C24H30N2O5, computed with wB97M-V/def2-TZVPD.

Results
LUMO energy ... 0.56 eV
Energy relative to the best compared isomer or geometry (same formula, charge and spin) ... 188.0 kJ/mol
Structure (SMILES) ... COCCNC(=O)c1cccc(OC2CCN(Cc3ccc(C(=O)OC)cc3)CC2)c1
Net charge ... 0

Element x y z (Å)
C: -0.42 -8.76 -2.63
O: 0.27 -7.66 -2.10
C: -0.37 -7.09 -0.99
C: 0.47 -5.90 -0.50
N: 0.56 -4.89 -1.52
C: -0.09 -3.71 -1.43
O: -0.68 -3.35 -0.42
C: 0.00 -2.83 -2.64
C: 0.08 -3.34 -3.93
C: 0.14 -2.45 -5.00
C: 0.12 -1.09 -4.79
C: 0.03 -0.57 -3.49
O: 0.02 0.78 -3.40
C: -0.13 1.40 -2.13
C: -1.58 1.37 -1.65
C: -1.71 2.17 -0.36
N: -1.30 3.54 -0.58
C: -1.65 4.45 0.50
C: -0.96 4.15 1.80
C: 0.29 4.71 2.09
C: 0.96 4.39 3.25
C: 0.40 3.49 4.15
C: 1.09 3.11 5.41
O: 0.62 2.37 6.24
O: 2.29 3.68 5.54
C: 3.01 3.36 6.72
C: -0.84 2.93 3.88
C: -1.51 3.26 2.72
C: 0.09 3.61 -0.98
C: 0.29 2.86 -2.30
C: -0.03 -1.46 -2.42
H: 0.17 -9.12 -3.48
H: -0.51 -9.56 -1.89
H: -1.42 -8.48 -2.97
H: -0.47 -7.83 -0.18
H: -1.38 -6.74 -1.27
H: 0.00 -5.45 0.37
H: 1.47 -6.26 -0.25
H: 0.98 -5.17 -2.39
H: 0.06 -4.40 -4.12
H: 0.19 -2.83 -6.01
H: 0.17 -0.40 -5.61
H: 0.52 0.92 -1.39
H: -2.21 1.82 -2.42
H: -1.92 0.35 -1.48
H: -2.75 2.17 -0.03
H: -1.11 1.68 0.43
H: -1.40 5.46 0.16
H: -2.73 4.39 0.63
H: 0.72 5.42 1.39
H: 1.93 4.83 3.46
H: 3.18 2.28 6.78
H: 2.44 3.67 7.60
H: 3.95 3.90 6.66
H: -1.27 2.24 4.59
H: -2.48 2.83 2.52
H: 0.36 4.66 -1.12
H: 0.76 3.18 -0.22
H: 1.33 2.92 -2.61
H: -0.33 3.32 -3.07
H: -0.12 -1.13 -1.40

Results of the Mulliken charge analysis, in e, for atoms 1 through 4: number 1, C, carries -0.739; number 2, O, carries -0.307; number 3, C, carries -0.452; number 4, C, carries -0.860

C27H33Br45O7 as an isolated structure, computed with wB97M-V/def2-TZVPD.

Results
LUMO energy ... -0.46 eV
Net charge ... 0

Element x y z (Å)
C: -1.66 -3.93 0.44
C: -1.58 -2.71 -0.32
C: -2.11 -2.46 -1.80
C: -0.77 -2.11 -2.62
C: -0.31 -0.57 -2.64
C: 0.40 -0.05 -1.30
O: 1.30 -1.01 -0.70
O: -2.64 -3.59 -2.58
C: -3.43 -3.06 -3.67
O: -3.81 -3.65 -4.70
O: -3.64 -1.66 -3.32
C: -3.39 -1.52 -1.87
C: -4.82 -2.11 -1.29
O: -4.67 -3.28 -0.44
O: -5.53 -3.10 0.61
C: -3.38 -0.06 -1.22
C: -4.48 0.93 -2.10
C: -5.77 1.49 -1.19
O: -4.54 2.38 -1.67
H: -1.07 -4.87 0.21
H: -2.39 -3.95 1.34
H: -1.13 -1.79 0.23
H: -0.78 -2.46 -3.73
H: 0.08 -2.72 -2.13
H: 0.47 -0.47 -3.49
H: -1.21 0.06 -2.97
H: -0.33 0.40 -0.52
H: 1.07 0.85 -1.62
H: 1.41 -0.86 0.27
H: -5.56 -2.34 -2.16
H: -5.38 -1.32 -0.65
H: -5.09 -2.46 1.24
H: -3.75 -0.02 -0.13
H: -2.38 0.48 -1.24
H: -4.69 0.65 -3.25
H: -5.68 1.31 -0.07
H: -6.72 1.69 -1.79
C: 3.99 -3.07 0.78
Br: 4.86 -4.21 -0.53
Br: 2.18 -3.67 1.15
Br: 5.04 -2.89 2.39
H: 3.91 -2.08 0.33
C: -1.98 4.94 -1.13
Br: -1.69 6.79 -1.64
Br: -2.83 3.92 -2.54
Br: -0.34 4.10 -0.51
H: -2.67 4.94 -0.29
C: 6.97 -6.06 4.83
Br: 8.17 -4.62 5.34
Br: 5.12 -5.60 5.16
Br: 7.26 -6.63 3.00
H: 7.21 -6.91 5.47
C: 3.88 -8.04 -1.81
Br: 4.72 -9.18 -3.13
Br: 2.07 -8.61 -1.40
Br: 4.96 -7.87 -0.20
H: 3.81 -7.04 -2.25
C: -8.74 -2.80 -3.38
Br: -9.84 -2.87 -1.79
Br: -7.78 -1.12 -3.52
Br: -7.54 -4.32 -3.51
H: -9.41 -2.85 -4.24
C: 1.41 7.80 0.55
Br: 0.31 8.17 2.11
Br: 1.89 9.43 -0.39
Br: 2.97 6.74 1.01
H: 0.81 7.21 -0.13
C: 10.71 -8.32 0.71
Br: 11.36 -8.11 2.52
Br: 9.73 -9.98 0.48
Br: 9.66 -6.79 0.13
H: 11.58 -8.37 0.06
C: -3.12 -7.32 1.89
Br: -2.45 -6.98 3.68
Br: -3.99 -9.06 1.77
Br: -4.28 -5.91 1.26
H: -2.26 -7.35 1.22
C: -3.82 -3.33 5.03
Br: -3.29 -2.81 3.23
Br: -5.58 -4.12 5.08
Br: -2.49 -4.47 5.86
H: -3.86 -2.41 5.62
C: 1.55 10.46 -4.56
Br: 0.72 11.50 -5.96
Br: 0.24 9.47 -3.52
Br: 2.95 9.30 -5.25
H: 2.03 11.16 -3.88
C: 2.64 13.16 1.97
Br: 3.19 13.69 0.18
Br: 0.86 12.39 1.97
Br: 3.94 12.00 2.81
H: 2.59 14.07 2.56
C: 5.93 6.51 -5.42
Br: 4.83 6.46 -3.82
Br: 6.93 8.17 -5.55
Br: 7.08 4.96 -5.55
H: 5.25 6.48 -6.27
C: -1.47 -7.25 -3.80
Br: -2.52 -7.27 -2.16
Br: -0.42 -5.63 -3.96
Br: -0.37 -8.84 -3.97
H: -2.17 -7.26 -4.63
C: 2.88 14.35 6.37
Br: 1.31 14.51 5.26
Br: 3.49 12.52 6.51
Br: 4.30 15.54 5.78
H: 2.60 14.67 7.37
C: -1.41 -1.00 8.47
Br: -0.90 -0.50 6.67
Br: -3.18 -1.80 8.53
Br: -0.08 -2.14 9.31
H: -1.45 -0.08 9.06

Results of the Mulliken charge analysis, in e, for atoms 1 through 4: number 1, C, carries -0.277; number 2, C, carries -0.136; number 3, C, carries 1.198; number 4, C, carries -0.722

no.,DFT total energy (hartree),M (g/mol)
1,-660.3701,96.1
2,-9594.5246,1419.0
3,-1418.2715,426.5
4,-117405.2840,4065.2